(1)
The following is a DFT calculation (ωB97M-V/def2-TZVPD) of C31H28Cl2N5O2S2Sr as an isolated structure.

Geometry as XYZ:
```
71
Properties=species:S:1:pos:R:3:lowdin_charge:R:1
Sr -0.42863 -0.10682 -0.10097 1.531
N 1.99923 -0.55342 -0.33306 -0.087
C 2.53576 -0.15901 0.97816 -0.242
C 2.36085 1.34339 1.18878 -0.197
N 0.94620 1.75130 1.19499 -0.138
C 0.39294 1.99115 2.53782 -0.203
C -0.17412 0.72044 3.15954 -0.239
N -1.28515 0.23644 2.33117 -0.068
H 1.98340 -1.56832 -0.38961 0.090
H 2.62538 -0.23645 -1.06643 0.086
H 3.59477 -0.40771 1.09028 0.123
H 1.97217 -0.70549 1.73574 0.098
H 2.88342 1.86416 0.38179 0.122
H 2.84566 1.62044 2.13111 0.122
H 0.86510 2.61562 0.67404 0.106
H -0.42320 2.71237 2.44501 0.124
H 1.14454 2.42465 3.20790 0.120
H -0.48067 0.94065 4.18658 0.122
H 0.58879 -0.05718 3.20236 0.103
H -2.10332 0.80979 2.51414 0.086
H -1.50684 -0.71565 2.60742 0.048
S -7.55893 1.66167 0.79769 1.070
C -8.24111 0.62354 1.96799 -0.396
C -7.34400 -0.29252 2.42070 -0.171
C -6.07617 -0.15395 1.81074 -0.116
C -6.02277 0.86527 0.89459 -0.480
C -4.88390 1.30851 0.09832 -0.182
C -3.65826 0.61319 0.14677 -0.069
N -2.57298 0.97902 -0.49693 -0.007
C -2.61471 2.07052 -1.28745 -0.147
C -3.79218 2.82697 -1.43669 -0.121
C -3.79117 3.98141 -2.28628 -0.003
C -2.67458 4.35067 -2.94774 -0.005
C -1.46105 3.59764 -2.82796 -0.122
C -0.29426 3.95243 -3.51651 0.068
C 0.85051 3.18756 -3.38671 -0.184
C 0.76905 2.07524 -2.52368 -0.090
N -0.30227 1.72806 -1.84736 0.025
C -1.42488 2.46189 -1.99673 -0.149
C 2.09098 3.50607 -4.08465 -0.476
C 2.31272 4.45994 -5.04058 -0.110
C 3.65312 4.50404 -5.49362 -0.167
C 4.44144 3.58573 -4.87613 -0.398
S 3.56778 2.65964 -3.73682 1.046
C -4.92567 2.42440 -0.71955 0.044
H -9.27448 0.74668 2.25017 0.074
H -7.57743 -1.03717 3.16723 0.110
H -5.24324 -0.80292 2.04150 0.108
H -3.56924 -0.28674 0.74767 0.116
H -4.70790 4.54905 -2.38285 0.124
H -2.67269 5.22401 -3.58805 0.123
H -0.30544 4.83246 -4.14666 0.128
H 1.64023 1.44208 -2.39125 0.079
H 1.53732 5.10351 -5.43116 0.113
H 4.01175 5.19034 -6.24602 0.111
H 5.49241 3.39534 -5.02403 0.073
H -5.83768 3.00212 -0.81113 0.108
Cl -2.40518 -7.39608 0.70022 0.681
C -1.82736 -5.76447 0.75764 -0.672
C -1.46964 -5.21641 2.00200 -0.105
C -0.98775 -3.93909 2.06334 -0.566
Cl -0.57185 -3.23809 3.59414 0.720
C -0.80693 -3.11909 0.90471 -0.389
O -0.29266 -1.95612 0.98252 -0.337
C -1.24833 -3.69373 -0.32897 -0.127
C -1.21634 -2.91212 -1.52849 -0.177
O -0.90129 -1.72072 -1.62773 -0.173
C -1.73203 -5.01675 -0.37972 -0.061
H -1.58159 -5.80360 2.90292 0.113
H -1.52062 -3.44996 -2.44283 0.138
H -2.04373 -5.43604 -1.32899 0.119
```

Values from the calculation:
Relative energy (zero: lowest compared OMol25 entry of this formula, charge and spin)   103.1 kJ/mol
Lowest unoccupied orbital energy   -3.189 eV
Net charge   +1
Electronic energy   -91697.5900 eV
Kohn-Sham gap   6.9 eV
2S+1   1



(2)
The following is a DFT calculation (ωB97M-V/def2-TZVPD) of C43H48BeN2O3P2 as an isolated structure.

Geometry as XYZ:
```
99
Properties=species:S:1:pos:R:3:lowdin_charge:R:1
Be 0.80221 -0.15361 0.65181 0.073
C 2.53389 -0.83904 -2.74815 -0.356
C 3.45730 -0.70128 -1.63224 -0.278
C 4.36672 0.51146 -1.51465 -0.184
C 3.73386 1.87328 -1.83160 -0.201
C 2.27668 1.98162 -1.53427 -0.152
C 1.31473 1.80727 -2.48176 -0.149
C 1.55514 1.28967 -3.86682 -0.169
C 2.57099 0.15054 -3.89910 -0.177
C -2.95221 1.36707 0.63346 -0.175
H 2.45360 -1.83783 -3.19588 0.108
H 3.97462 -1.60817 -1.29087 0.121
H 5.22285 0.38256 -2.19910 0.116
H 4.79766 0.54299 -0.50425 0.092
H 4.24397 2.61151 -1.20157 0.109
H 3.96427 2.16375 -2.86832 0.104
H 2.07174 2.54226 -0.62187 0.096
H 0.32116 2.26571 -2.37922 0.064
H 1.93208 2.08277 -4.54241 0.122
H 0.59184 0.96586 -4.30236 0.114
H 2.39309 -0.41443 -4.81942 0.108
H 3.58931 0.54580 -3.98600 0.099
H -3.24675 0.45901 0.09261 0.050
H -3.82144 2.01161 0.82384 0.064
H -2.50774 1.05762 1.58669 0.058
P 1.59079 -0.91450 -1.19202 1.001
P -1.73471 2.30400 -0.27812 0.982
C 0.10003 0.23529 -1.00761 -0.324
C -0.17969 1.36984 -0.17442 -0.377
C 2.23203 -1.25182 0.68370 -0.288
C 3.17668 -0.37839 1.30307 -0.089
C 3.95814 -0.83383 2.35953 -0.067
C 3.79183 -2.12961 2.85597 -0.073
C 2.80081 -2.96007 2.32715 -0.078
C 2.04396 -2.54438 1.24474 -0.082
C 0.84118 -2.55152 -1.56566 -0.272
C -0.47167 -2.64378 -2.06217 -0.064
C -0.78293 -3.65514 -2.98031 -0.076
C 0.15172 -4.64995 -3.26844 -0.093
C 1.38192 -4.68122 -2.59372 -0.079
C 1.72399 -3.64429 -1.72627 -0.105
C -1.47892 3.86491 0.58201 -0.286
C -0.74353 3.91103 1.77923 -0.057
C -0.68020 5.10271 2.50649 -0.067
C -1.33208 6.25033 2.04141 -0.080
C -2.04142 6.20969 0.83499 -0.080
C -2.11440 5.02317 0.10396 -0.087
C -2.24014 2.57879 -1.97645 -0.305
C -3.23240 1.74607 -2.52382 -0.069
C -3.63708 1.93006 -3.84556 -0.074
C -3.03371 2.90767 -4.64291 -0.074
C -2.00324 3.68952 -4.12080 -0.069
C -1.62684 3.55690 -2.78535 -0.102
H -0.75520 -0.12676 -1.59797 0.073
H 0.60424 1.93314 0.38696 0.056
H 3.28007 0.66082 0.96825 0.113
H 4.72984 -0.18086 2.77623 0.111
H 4.44934 -2.52010 3.63568 0.106
H 2.63042 -3.95953 2.73335 0.113
H 1.29928 -3.20070 0.79241 0.103
H -1.23647 -1.93789 -1.73420 0.090
H -1.75823 -3.64267 -3.47267 0.104
H -0.08173 -5.39903 -4.02086 0.098
H 2.08281 -5.49527 -2.78143 0.104
H 2.68105 -3.67535 -1.19700 0.113
H -0.24069 3.01297 2.15296 0.088
H -0.12847 5.12967 3.44686 0.110
H -1.28527 7.17750 2.61663 0.105
H -2.54979 7.09963 0.46407 0.105
H -2.68135 4.98176 -0.82771 0.099
H -3.69588 0.98096 -1.90089 0.097
H -4.43315 1.29924 -4.24693 0.108
H -3.37695 3.05729 -5.66813 0.108
H -1.50162 4.41699 -4.75378 0.109
H -0.83782 4.19598 -2.38110 0.121
C -2.53634 -4.27794 2.29802 -0.098
C -1.36057 -3.78397 3.12891 -0.157
C -1.28327 -2.25430 3.40346 -0.279
C -2.49464 -1.73048 4.26146 -0.154
C -3.90848 -2.01631 3.77397 -0.092
C -0.03767 -1.95147 4.23641 -0.382
O 0.64095 -2.79053 4.79996 0.111
N 0.22405 -0.57274 4.32602 0.194
C 0.38475 0.11673 3.13157 -0.490
O 0.95089 1.21469 3.05559 0.038
N -0.09133 -0.55052 2.02476 0.111
C -1.09887 -1.48627 2.08825 -0.363
O -1.79092 -1.72581 1.07836 0.034
H -3.38192 -4.56931 2.93469 0.062
H -2.19914 -5.16753 1.75411 0.077
H -2.83610 -3.50605 1.57723 0.063
H -1.35134 -4.27614 4.11698 0.125
H -0.41188 -4.04900 2.62935 0.115
H -2.37000 -2.19928 5.25406 0.128
H -2.35800 -0.64562 4.40185 0.115
H -4.18556 -3.06819 3.93014 0.063
H -4.59502 -1.40193 4.37338 0.077
H -4.03658 -1.75270 2.71331 0.080
H 0.83282 -0.26262 5.07022 0.160
```

Values from the calculation:
Relative energy (zero: lowest compared OMol25 entry of this formula, charge and spin)   460.7 kJ/mol
Lowest unoccupied orbital energy   0.339 eV
Net charge   0
Electronic energy   -73465.9902 eV
Kohn-Sham gap   5.2 eV
2S+1   1



(3)
The following is a DFT calculation (ωB97M-V/def2-TZVPD) of C45H54BF3N8O3S2Sr as an isolated structure.

Geometry as XYZ:
```
117
Properties=species:S:1:pos:R:3:lowdin_charge:R:1
Sr -6.41713 1.44721 19.35014 1.316
C -3.32904 -0.12738 16.90777 -0.050
C -2.42670 0.68003 17.84342 -0.373
C -0.98791 0.67565 17.32139 -0.086
C -2.48350 0.17706 19.22547 -0.282
C -1.41052 -0.46145 19.95832 -0.023
C -1.96130 -0.75273 21.19643 -0.093
N -3.25097 -0.32622 21.23302 -0.017
N -3.58931 0.24734 20.01005 0.131
B -4.18941 -0.62496 22.38779 -0.627
N -5.36361 -1.48329 21.94989 -0.014
C -5.43909 -2.83206 22.19686 -0.112
C -6.62241 -3.32831 21.67418 -0.032
C -7.26349 -2.16978 21.07667 -0.289
N -6.49424 -1.07012 21.24576 0.132
C -8.54220 -2.15297 20.34638 -0.363
C -8.71053 -3.45083 19.54720 -0.063
C -9.74946 -1.99232 21.27109 -0.038
N -4.63745 0.62297 23.11328 -0.016
C -4.89962 0.65632 24.47049 -0.088
C -5.28665 1.93684 24.81701 -0.013
C -5.21784 2.68686 23.56930 -0.252
N -4.81320 1.85686 22.57179 0.130
C -5.57220 4.09923 23.33434 -0.374
C -7.05108 4.29838 23.66548 -0.048
C -4.69733 5.04335 24.16593 -0.076
H -3.20001 0.24597 15.88225 0.087
H -3.07549 -1.19341 16.91063 0.083
H -4.38209 -0.01036 17.15572 0.050
H -2.77528 1.72038 17.84421 0.111
H -0.58486 -0.34071 17.21850 0.074
H -0.93241 1.14612 16.32980 0.078
H -0.29854 1.22854 17.97121 0.074
H -0.40883 -0.64147 19.59834 0.079
H -1.52579 -1.22673 22.06133 0.100
H -3.53585 -1.28434 23.18998 0.117
H -4.64759 -3.32818 22.73818 0.108
H -6.99751 -4.34155 21.68611 0.091
H -8.50740 -1.28513 19.66947 0.102
H -8.94386 -4.30402 20.20411 0.075
H -9.52620 -3.35078 18.82099 0.080
H -7.81765 -3.74063 18.98399 0.062
H -9.73295 -2.74131 22.07257 0.073
H -9.79964 -0.99797 21.71229 0.058
H -10.67658 -2.11930 20.69922 0.083
H -4.77764 -0.22004 25.09043 0.096
H -5.56209 2.33286 25.78069 0.086
H -5.39856 4.27899 22.26259 0.120
H -7.28512 3.99026 24.69232 0.078
H -7.32355 5.35296 23.56784 0.076
H -7.71029 3.72989 23.00448 0.060
H -4.89453 4.92291 25.24149 0.072
H -3.62259 4.87586 24.01246 0.076
H -4.89696 6.08530 23.89462 0.068
F -8.56859 -3.70264 14.74895 0.072
C -8.70051 -2.51284 15.41902 -0.562
F -8.77104 -1.55757 14.44576 0.083
F -9.94026 -2.56954 16.00641 0.076
C -7.58397 -2.31635 16.39051 -0.150
C -6.63295 -3.31735 16.56419 -0.036
C -5.63844 -3.13538 17.52406 -0.099
C -5.61505 -1.97374 18.26473 -0.166
N -6.51709 -0.97855 18.09237 -0.059
C -7.50795 -1.11354 17.19652 -0.805
S -8.64742 0.11924 17.06185 0.586
H -6.69064 -4.21056 15.94507 0.111
H -4.89287 -3.90155 17.70811 0.093
H -4.86756 -1.79177 19.02802 0.097
C -2.71048 3.82602 19.67786 -0.013
C -4.18207 3.97596 19.34528 -0.520
C -4.59852 5.42370 19.45330 -0.019
O -4.99255 3.21394 20.25429 -0.213
C -4.43087 3.51546 17.87770 -0.604
O -3.79748 4.06047 16.98000 0.016
O -5.32282 2.54657 17.72139 -0.293
H -2.45717 4.35167 20.61277 0.088
H -2.11890 4.25719 18.86574 0.091
H -2.40172 2.78854 19.79989 0.072
H -4.37438 5.83438 20.44855 0.081
H -5.66793 5.55351 19.28141 0.083
H -4.04412 5.99163 18.70124 0.088
H -4.51416 2.67224 20.92446 0.040
C -9.16088 -3.63411 25.32755 -0.045
C -8.38628 -2.33772 25.66387 -0.552
C -8.38635 -2.10772 27.18889 -0.056
C -6.94470 -2.52672 25.20274 -0.057
C -9.06115 -1.17430 24.97055 -0.183
C -10.39784 -0.87219 25.32087 -0.051
C -11.10499 0.15145 24.70002 -0.093
C -10.47807 0.88595 23.69508 -0.511
S -11.13159 2.12425 22.70849 1.084
C -9.58046 2.21959 21.87025 -0.499
N -8.63372 1.38062 22.29894 0.134
C -9.14508 0.60335 23.34720 -0.306
C -8.42773 -0.41709 23.99217 0.045
C -9.37776 3.18840 20.80302 -0.309
C -10.36024 4.19888 20.75934 -0.110
C -10.30136 5.18845 19.78996 -0.132
C -9.26903 5.16436 18.87465 -0.108
C -8.30257 4.13366 18.92619 -0.162
C -8.33609 3.13941 19.87631 -0.180
H -8.64431 -4.50470 25.74625 0.077
H -9.21581 -3.76608 24.23789 0.079
H -10.19002 -3.61807 25.71698 0.075
H -7.80807 -2.89110 27.68976 0.075
H -9.39720 -2.09046 27.61017 0.069
H -7.90018 -1.15141 27.42495 0.090
H -6.47585 -3.35048 25.75377 0.088
H -6.33721 -1.63338 25.38753 0.069
H -6.90194 -2.76569 24.13689 0.058
H -10.84773 -1.47849 26.10735 0.096
H -12.13878 0.35537 24.96812 0.097
H -7.41693 -0.63050 23.69415 0.091
H -11.16540 4.22094 21.49669 0.048
H -11.06599 5.96729 19.76273 0.085
H -9.16017 5.91721 18.09932 0.085
H -7.53025 4.18523 18.16394 0.075
```

Values from the calculation:
Relative energy (zero: lowest compared OMol25 entry of this formula, charge and spin)   0.0 kJ/mol
Lowest unoccupied orbital energy   3.844 eV
Net charge   -2
Electronic energy   -96949.4028 eV
Kohn-Sham gap   6.1 eV
2S+1   1



(4)
The following is a DFT calculation (ωB97M-V/def2-TZVPD) of C31H24IrN7O2S3Te as an isolated structure.

Geometry as XYZ:
```
69
Properties=species:S:1:pos:R:3:nbo_charge:R:1
Ir -1.56014 1.47091 1.03487 0.830
S -1.72668 3.70370 2.05573 -0.254
C -0.48938 3.68391 3.27827 -0.173
C 0.14326 4.86742 3.65171 -0.172
C 1.09937 4.90459 4.66098 -0.191
C 1.69510 6.15656 5.02624 0.310
N 2.15257 7.17306 5.31648 -0.376
C 1.45474 3.70962 5.30852 -0.170
C 0.84008 2.52175 4.93493 -0.172
C -0.14134 2.47677 3.94159 -0.180
S -0.97100 1.00680 3.57102 -0.288
C 2.42546 3.69491 6.36562 0.309
N 3.20638 3.66779 7.21133 -0.372
H -0.12235 5.78510 3.14326 0.222
H 1.11882 1.60320 5.43491 0.223
C 3.85583 -1.56030 -3.71291 -0.636
C 2.40773 -1.31245 -3.39890 -0.003
C 1.89791 -1.59571 -2.13295 -0.210
C 0.56880 -1.36230 -1.83185 -0.192
C -0.27673 -0.83936 -2.80011 -0.272
C 0.21348 -0.52963 -4.05820 -0.213
C 1.54977 -0.77027 -4.34925 -0.219
S -1.98654 -0.58757 -2.39932 2.337
O -2.36111 -1.71948 -1.57548 -1.001
O -2.67503 -0.44080 -3.66876 -0.996
N -2.04992 0.68819 -1.47539 -0.967
C -2.07442 1.96606 -1.94641 0.401
C -2.09323 2.41961 -3.28264 -0.311
C -2.10397 3.77548 -3.51943 -0.155
C -2.10103 4.67934 -2.46082 -0.332
C -2.08029 4.15909 -1.18245 0.067
N -2.07645 2.85217 -0.93109 -0.522
H 4.22544 -2.44236 -3.18633 0.204
H 4.45722 -0.70273 -3.39955 0.259
H 4.00652 -1.71200 -4.78394 0.196
H 2.55224 -2.00793 -1.37203 0.209
H 0.17012 -1.60109 -0.85601 0.237
H -0.45727 -0.13231 -4.80859 0.227
H 1.93230 -0.53514 -5.33704 0.196
H -2.11015 1.70931 -4.09202 0.238
H -2.10615 4.13291 -4.54358 0.196
H -2.09612 5.74944 -2.61749 0.204
H -2.04466 4.79527 -0.30575 0.216
C 0.53222 -6.44841 0.41604 -0.621
C -0.19039 -5.15225 0.67021 -0.014
C -1.54964 -5.03360 0.42304 -0.232
C -2.23708 -3.84527 0.64870 -0.039
C -3.70616 -3.79542 0.33495 -0.647
C -1.53183 -2.73604 1.13737 -0.190
Te -2.64084 -0.96930 1.50193 0.447
C -0.15554 -2.83235 1.40501 -0.040
C 0.66087 -1.69071 1.93087 -0.657
C 0.48403 -4.04642 1.16253 -0.235
H -0.05305 -7.10258 -0.23211 0.205
H 0.72119 -6.98676 1.34892 0.207
H 1.49800 -6.27450 -0.06190 0.213
H -2.09435 -5.88312 0.02218 0.190
H -4.02754 -4.74275 -0.10081 0.199
H -3.92376 -3.00108 -0.37774 0.258
H -4.29858 -3.61061 1.23583 0.215
H 0.51057 -0.77585 1.35888 0.256
H 1.72240 -1.94226 1.90608 0.203
H 0.38809 -1.43536 2.95614 0.244
H 1.55209 -4.11209 1.34954 0.197
N 0.53522 1.54377 0.42893 -0.655
C 1.38518 1.88308 -0.29258 0.588
N 2.27962 2.37374 -1.08111 -0.705
C 3.41756 1.77562 -1.34458 0.472
N 4.45254 1.33902 -1.65348 -0.563
```

Values from the calculation:
Relative energy (zero: lowest compared OMol25 entry of this formula, charge and spin)   39.2 kJ/mol
Lowest unoccupied orbital energy (alpha / beta)   3.863 / 2.803 eV
Net charge   -2
Electronic energy   -89701.1122 eV
Kohn-Sham gap (alpha / beta)   5.3 / 5.2 eV
2S+1   5